51
Properties=species:S:1:pos:R:3:lowdin_charge:R:1 method="wB97M-V/def2-TZVPD" e_above_lowest_kcal_mol=0.0 smiles="CC(=O)NC[C@H]1CN(c2ccc(N3CCN(C(=O)CO)CC3)c(F)c2)C(=O)O1" charge=0 orbital_gap_ev=8.52 homo_energy_ev=-8.0
C -1.91 2.04 2.39 0.012
C -2.68 2.63 1.23 -0.540
O -2.16 3.10 0.24 0.059
N -4.03 2.61 1.40 0.070
C -4.95 3.04 0.38 -0.102
C -5.35 1.87 -0.55 -0.232
C -4.15 1.34 -1.35 -0.068
N -3.71 0.25 -0.51 0.047
C -2.40 -0.23 -0.55 -0.185
C -1.85 -0.96 0.51 -0.013
C -0.53 -1.34 0.49 -0.003
C 0.33 -1.01 -0.57 -0.171
N 1.66 -1.42 -0.50 -0.099
C 2.44 -0.94 0.62 -0.133
C 3.60 -1.90 0.88 -0.120
N 4.40 -2.01 -0.32 -0.056
C 5.63 -1.50 -0.51 -0.421
O 6.20 -1.52 -1.58 0.058
C 6.36 -0.89 0.69 -0.190
O 7.63 -0.47 0.29 -0.053
C 3.63 -2.46 -1.45 -0.107
C 2.46 -1.50 -1.71 -0.138
C -0.26 -0.32 -1.63 -0.183
F 0.47 0.03 -2.72 0.058
C -1.59 0.06 -1.64 0.065
C -4.67 -0.07 0.40 -0.519
O -4.65 -0.94 1.23 0.123
O -5.74 0.76 0.24 0.069
H -0.86 1.96 2.12 0.085
H -2.01 2.69 3.26 0.087
H -2.29 1.05 2.64 0.076
H -4.41 2.11 2.19 0.148
H -5.85 3.43 0.86 0.128
H -4.47 3.82 -0.21 0.132
H -6.19 2.16 -1.18 0.154
H -3.36 2.10 -1.45 0.118
H -4.45 0.98 -2.34 0.136
H -2.48 -1.25 1.34 0.103
H -0.14 -1.91 1.31 0.118
H 1.81 -0.87 1.51 0.117
H 2.85 0.06 0.41 0.137
H 4.20 -1.56 1.72 0.115
H 3.20 -2.90 1.11 0.134
H 6.46 -1.64 1.49 0.128
H 5.80 -0.03 1.08 0.126
H 7.69 -0.68 -0.66 0.082
H 4.29 -2.50 -2.32 0.124
H 3.24 -3.46 -1.24 0.133
H 1.85 -1.89 -2.52 0.131
H 2.87 -0.52 -2.01 0.135
H -1.95 0.60 -2.49 0.124

---

48
Properties=species:S:1:pos:R:3:lowdin_charge:R:1 method="wB97M-V/def2-TZVPD" charge=+3 orbital_gap_ev="7.96 / 7.17" spin_multiplicity=4 homo_energy_ev="-19.6 / -19.8"
Re -0.04 0.41 -0.18 1.528
O 0.28 -2.62 2.45 0.253
C 0.30 -1.57 1.91 -0.363
N 0.16 -1.36 0.48 -0.064
C 0.18 -2.48 -0.46 -0.362
O 0.20 -3.62 -0.15 0.253
C 0.23 -1.96 -1.87 -0.164
C 0.40 -2.80 -2.94 0.081
C 0.51 -2.24 -4.21 0.065
C 0.44 -0.85 -4.35 0.026
C 0.25 -0.07 -3.23 -0.080
N 0.14 -0.61 -2.00 -0.096
C 0.55 -0.26 2.60 -0.169
C 0.90 -0.19 3.92 0.081
C 1.19 1.06 4.46 0.065
C 1.13 2.19 3.66 0.026
C 0.75 2.05 2.34 -0.083
N 0.45 0.84 1.81 -0.100
H 0.47 -3.87 -2.77 0.157
H 0.66 -2.87 -5.08 0.150
H 0.54 -0.38 -5.32 0.143
H 0.20 1.01 -3.31 0.123
H 0.96 -1.10 4.50 0.157
H 1.49 1.15 5.50 0.150
H 1.36 3.17 4.04 0.144
H 0.68 2.91 1.68 0.126
C -2.83 2.12 2.21 -0.100
C -3.35 1.32 1.02 -0.325
P -2.28 1.17 -0.43 0.917
C -3.18 0.44 -1.82 -0.347
C -4.49 1.16 -2.16 -0.082
C -1.34 2.68 -0.85 -0.382
C -1.71 3.41 -2.15 -0.081
H -3.60 2.13 2.98 0.107
H -2.62 3.16 1.95 0.085
H -1.94 1.67 2.65 0.053
H -4.27 1.76 0.63 0.106
H -3.60 0.29 1.30 0.117
H -3.37 -0.60 -1.54 0.109
H -2.50 0.43 -2.67 0.074
H -5.19 1.18 -1.33 0.084
H -4.97 0.61 -2.97 0.106
H -4.33 2.18 -2.51 0.079
H -0.22 2.42 -0.94 0.055
H -1.36 3.35 0.01 0.093
H -1.76 2.74 -3.01 0.077
H -0.98 4.19 -2.36 0.105
H -2.68 3.89 -2.03 0.100

---

47
Properties=species:S:1:pos:R:3:lowdin_charge:R:1 method="wB97M-V/def2-TZVPD" e_above_lowest_kcal_mol=488.1 charge=0 orbital_gap_ev=7.01 homo_energy_ev=-7.6
N -1.65 -4.42 0.14 0.129
C -1.16 -3.35 0.01 -0.177
C -0.68 -1.92 -0.07 -0.179
C 0.57 -1.91 -0.12 -0.069
C 1.38 -0.92 -0.30 -0.205
C 1.14 0.54 -0.11 0.060
C 2.38 1.07 -0.04 -0.055
C 3.34 0.17 -0.33 -0.335
N 4.67 0.15 -0.28 -0.010
C 5.54 1.27 -0.46 -0.192
H 4.87 2.40 -0.18 0.205
H 5.68 1.45 -1.61 0.153
C 6.79 1.08 0.30 -0.439
H 7.46 2.17 0.20 0.181
O 7.49 0.06 0.05 -0.060
C 6.65 -1.09 0.60 -0.009
H 7.39 -2.09 0.32 0.216
C 5.42 -1.16 -0.30 -0.019
H 4.93 -1.84 -0.16 -0.010
H 5.70 -1.16 -1.33 0.141
H 6.40 -1.06 1.45 0.002
H 6.37 1.42 1.63 0.205
O 2.71 -0.91 -0.12 0.119
H 2.63 2.30 -0.06 0.166
H 0.25 1.31 -0.40 0.161
H 1.17 -2.78 -0.10 0.153
C -1.86 -1.13 -0.06 -0.110
O -1.59 0.40 -0.26 -0.228
N -3.21 -1.44 0.25 0.105
H -3.22 -2.44 0.32 0.097
C -4.31 -0.47 0.09 -0.397
C -4.31 0.44 1.14 -0.257
C -5.53 1.33 1.30 -0.190
C -5.79 1.85 -0.09 -0.293
C -5.84 0.88 -1.19 -0.204
C -4.48 0.32 -1.17 -0.145
H -4.54 -0.62 -2.17 0.213
H -3.67 0.79 -1.13 0.013
H -5.95 1.49 -2.14 0.140
H -6.78 0.41 -0.95 0.125
H -6.61 2.48 0.11 0.088
H -5.08 2.74 -0.01 0.150
H -5.60 1.99 2.10 0.088
H -6.46 0.49 1.51 0.171
H -4.24 0.02 2.15 0.123
H -3.26 1.05 1.08 0.173
H -5.09 -1.36 0.37 0.203

---

49
Properties=species:S:1:pos:R:3:lowdin_charge:R:1 method="wB97M-V/def2-TZVPD" e_above_lowest_kcal_mol=58.9 smiles="COc1ccccc1CNC(=O)c1cc(S(=O)(=O)N2CCCC2)cn1C" charge=0 orbital_gap_ev=9.51 homo_energy_ev=-8.9
C 3.21 0.05 -1.29 -0.075
O 2.56 -1.14 -0.90 -0.112
C 1.91 -1.88 -1.85 -0.216
C 1.87 -1.54 -3.20 -0.022
C 1.20 -2.35 -4.10 -0.084
C 0.55 -3.49 -3.67 -0.089
C 0.59 -3.83 -2.33 -0.032
C 1.26 -3.04 -1.41 -0.128
C 1.29 -3.43 0.05 -0.105
N 0.91 -2.34 0.92 0.080
C -0.36 -2.10 1.28 -0.415
O -1.26 -2.93 1.17 0.056
C -0.56 -0.74 1.83 -0.118
C 0.20 0.39 1.59 -0.005
C -0.44 1.46 2.23 -0.264
S 0.11 3.14 2.20 0.660
O -0.52 3.83 3.29 -0.281
O 1.54 3.14 2.09 -0.283
N -0.47 3.83 0.79 -0.236
C -1.91 3.86 0.66 -0.188
C -2.29 2.66 -0.21 -0.149
C -1.00 2.29 -0.97 -0.151
C 0.05 3.29 -0.44 -0.191
C -1.57 0.96 2.84 -0.046
N -1.64 -0.36 2.59 -0.074
C -2.66 -1.24 3.11 0.002
H 3.63 0.47 -0.38 0.099
H 4.03 -0.15 -1.99 0.099
H 2.51 0.77 -1.73 0.093
H 2.37 -0.66 -3.56 0.102
H 1.18 -2.07 -5.14 0.104
H 0.02 -4.12 -4.37 0.101
H 0.08 -4.71 -1.98 0.116
H 0.58 -4.24 0.23 0.122
H 2.29 -3.76 0.34 0.135
H 1.58 -1.58 0.96 0.114
H 1.11 0.46 1.03 0.109
H -2.35 3.84 1.66 0.110
H -2.19 4.80 0.17 0.125
H -3.10 2.91 -0.89 0.105
H -2.62 1.82 0.41 0.094
H -1.12 2.39 -2.04 0.105
H -0.71 1.27 -0.75 0.089
H 1.02 2.84 -0.23 0.100
H 0.19 4.11 -1.15 0.124
H -2.29 1.47 3.43 0.140
H -2.69 -2.14 2.50 0.080
H -3.63 -0.73 3.07 0.097
H -2.44 -1.50 4.14 0.102

---

51
Properties=species:S:1:pos:R:3:lowdin_charge:R:1 method="wB97M-V/def2-TZVPD" e_above_lowest_kcal_mol=53.8 smiles="CCOC(=O)CSc1nnc(-c2ccc(S(=O)(=O)N3CCC(C)CC3)cc2)o1" charge=0 orbital_gap_ev=8.50 homo_energy_ev=-8.9
C 1.45 2.00 1.34 -0.055
C 2.94 2.29 1.31 -0.194
O 3.64 1.04 1.41 -0.028
C 4.91 1.09 1.80 -0.573
O 5.52 2.09 2.04 0.124
C 5.47 -0.32 1.95 -0.314
S 4.94 -0.99 3.57 1.039
C 3.27 -1.25 3.24 -0.679
N 2.30 -1.28 4.11 0.053
N 1.18 -1.52 3.43 0.104
C 1.49 -1.61 2.17 -0.297
C 0.59 -1.81 1.06 -0.138
C 1.04 -1.69 -0.25 0.003
C 0.16 -1.87 -1.31 -0.054
C -1.16 -2.16 -1.04 -0.257
S -2.31 -2.35 -2.42 0.669
O -1.53 -2.67 -3.58 -0.279
O -3.36 -3.23 -2.00 -0.276
N -2.99 -0.87 -2.69 -0.236
C -2.17 0.17 -3.26 -0.182
C -1.59 1.10 -2.19 -0.143
C -2.72 1.67 -1.32 -0.380
C -2.16 2.59 -0.24 -0.067
C -3.51 0.51 -0.71 -0.142
C -4.04 -0.41 -1.80 -0.181
C -1.62 -2.31 0.26 -0.052
C -0.75 -2.13 1.31 0.011
O 2.82 -1.46 1.98 0.062
H 1.17 1.35 0.51 0.067
H 0.90 2.93 1.27 0.078
H 1.18 1.51 2.28 0.083
H 3.24 2.93 2.14 0.130
H 3.23 2.77 0.37 0.133
H 5.13 -0.98 1.16 0.089
H 6.56 -0.28 1.99 0.093
H 2.08 -1.46 -0.44 0.123
H 0.48 -1.79 -2.33 0.119
H -1.39 -0.33 -3.83 0.113
H -2.79 0.75 -3.95 0.133
H -0.89 0.55 -1.56 0.101
H -1.05 1.91 -2.68 0.122
H -3.39 2.25 -1.96 0.143
H -2.97 3.02 0.35 0.079
H -1.58 3.40 -0.68 0.079
H -1.51 2.03 0.43 0.067
H -2.85 -0.04 -0.03 0.102
H -4.35 0.90 -0.13 0.123
H -4.50 -1.30 -1.39 0.113
H -4.78 0.12 -2.41 0.133
H -2.66 -2.58 0.41 0.121
H -1.08 -2.23 2.34 0.120

---

48
Properties=species:S:1:pos:R:3:lowdin_charge:R:1 method="wB97M-V/def2-TZVPD" e_above_lowest_kcal_mol=65.5 charge=0 orbital_gap_ev=8.96 homo_energy_ev=-8.9
N -10.31 0.23 -1.88 0.172
C -9.33 -0.13 -1.40 -0.216
C -8.12 -0.56 -0.77 -0.618
N -7.67 -1.75 -0.92 0.062
N -6.53 -1.90 -0.23 0.000
C -6.03 -0.82 0.50 -0.641
N -5.01 -0.73 1.22 0.027
C -4.16 -1.91 1.35 -0.216
C -3.17 -2.04 0.19 -0.303
C -2.31 -3.32 0.32 -0.150
C -0.90 -2.89 -0.08 -0.140
C -0.81 -1.50 0.54 -0.294
N 0.34 -0.67 0.21 0.104
C 1.18 -0.78 -0.85 -0.497
O 1.06 -1.57 -1.76 0.067
C 2.28 0.19 -0.80 0.101
C 3.19 0.96 -0.77 0.029
C 4.32 1.90 -0.74 -0.330
C 4.07 3.04 0.26 -0.169
C 5.26 4.00 0.28 -0.204
C 6.56 3.27 0.59 -0.211
C 6.80 2.14 -0.39 -0.204
C 5.63 1.16 -0.42 -0.165
C -2.15 -0.87 0.14 -0.095
S -7.17 0.51 0.23 1.088
H -6.07 -2.79 -0.29 0.142
H -3.60 -1.81 2.28 0.119
H -4.74 -2.83 1.44 0.115
H -3.73 -2.06 -0.74 0.131
H -2.31 -3.65 1.37 0.113
H -2.69 -4.14 -0.28 0.113
H -0.12 -3.57 0.26 0.123
H -0.81 -2.81 -1.17 0.110
H -0.79 -1.63 1.63 0.153
H 0.58 0.05 0.88 0.140
H 4.41 2.33 -1.74 0.154
H 3.15 3.56 0.00 0.117
H 3.93 2.60 1.25 0.123
H 5.34 4.49 -0.70 0.115
H 5.07 4.79 1.01 0.109
H 7.40 3.97 0.58 0.107
H 6.51 2.86 1.61 0.114
H 6.94 2.56 -1.40 0.116
H 7.72 1.60 -0.14 0.109
H 5.52 0.68 0.56 0.124
H 5.79 0.37 -1.15 0.119
H -2.06 -0.49 -0.88 0.125
H -2.45 -0.04 0.78 0.114

---

48
Properties=species:S:1:pos:R:3:lowdin_charge:R:1 method="wB97M-V/def2-TZVPD" e_above_lowest_kcal_mol=63.4 charge=0 orbital_gap_ev=8.96 homo_energy_ev=-9.0
N -10.00 0.91 -1.46 0.172
C -9.08 0.46 -0.95 -0.216
C -7.92 -0.06 -0.30 -0.619
N -7.58 -1.29 -0.40 0.061
N -6.46 -1.52 0.31 0.000
C -5.87 -0.46 1.00 -0.641
N -4.85 -0.44 1.74 0.027
C -4.10 -1.67 1.90 -0.215
C -3.11 -1.91 0.75 -0.303
C -2.37 -3.26 0.92 -0.147
C -0.90 -2.96 0.59 -0.139
C -0.74 -1.55 1.16 -0.305
N 0.45 -0.82 0.74 0.101
C 1.68 -1.38 0.61 -0.502
O 1.97 -2.51 0.95 0.072
C 2.67 -0.46 0.03 0.103
C 3.50 0.26 -0.45 0.029
C 4.50 1.15 -1.03 -0.331
C 3.86 2.38 -1.68 -0.169
C 4.92 3.30 -2.28 -0.205
C 5.95 3.71 -1.24 -0.211
C 6.60 2.48 -0.60 -0.204
C 5.54 1.56 0.02 -0.165
C -2.01 -0.84 0.69 -0.104
S -6.89 0.96 0.68 1.089
H -6.09 -2.45 0.30 0.143
H -3.53 -1.60 2.83 0.121
H -4.76 -2.54 2.01 0.115
H -3.67 -1.90 -0.19 0.130
H -2.45 -3.59 1.96 0.115
H -2.79 -4.05 0.30 0.112
H -0.21 -3.67 1.02 0.108
H -0.74 -2.93 -0.49 0.130
H -0.75 -1.62 2.25 0.160
H 0.34 0.12 0.42 0.138
H 5.02 0.58 -1.82 0.154
H 3.14 2.06 -2.44 0.116
H 3.30 2.92 -0.91 0.123
H 5.42 2.77 -3.11 0.115
H 4.44 4.18 -2.72 0.109
H 6.72 4.34 -1.70 0.107
H 5.46 4.31 -0.47 0.115
H 7.16 1.93 -1.35 0.115
H 7.31 2.79 0.17 0.109
H 5.03 2.08 0.83 0.125
H 6.01 0.67 0.45 0.119
H -1.86 -0.50 -0.34 0.123
H -2.26 0.04 1.29 0.117

---

47
Properties=species:S:1:pos:R:3:lowdin_charge:R:1 method="wB97M-V/def2-TZVPD" e_above_lowest_kcal_mol=52.2 smiles="COCCNC(=O)[C@H](OC(=O)C1=Cc2ccccc2OC1)C(C)C" charge=0 orbital_gap_ev=8.26 homo_energy_ev=-8.3
C 2.01 3.41 -0.55 -0.096
O 3.17 3.70 0.19 -0.182
C 4.19 2.75 0.09 -0.221
C 3.94 1.44 0.87 -0.136
N 3.20 0.46 0.11 0.077
C 2.18 -0.25 0.64 -0.478
O 1.76 -0.09 1.76 0.102
C 1.59 -1.32 -0.29 -0.205
O 0.17 -1.32 -0.13 0.043
C -0.43 -0.16 -0.43 -0.424
O 0.16 0.78 -0.91 0.109
C -1.86 -0.17 -0.12 -0.080
C -2.63 0.90 -0.38 0.068
C -4.03 0.87 -0.08 -0.143
C -4.86 1.99 -0.20 -0.029
C -6.21 1.90 0.04 -0.092
C -6.77 0.67 0.38 -0.078
C -5.97 -0.45 0.51 0.001
C -4.60 -0.36 0.30 -0.211
O -3.86 -1.49 0.40 0.002
C -2.46 -1.37 0.57 -0.098
C 2.10 -2.72 0.10 -0.356
C 1.51 -3.77 -0.84 -0.056
C 3.63 -2.76 0.07 -0.057
H 2.25 3.27 -1.62 0.093
H 1.36 4.27 -0.44 0.091
H 1.49 2.52 -0.20 0.061
H 4.40 2.51 -0.97 0.121
H 5.07 3.23 0.52 0.123
H 4.91 1.02 1.16 0.123
H 3.36 1.65 1.77 0.132
H 3.47 0.31 -0.85 0.147
H 1.83 -1.09 -1.34 0.164
H -2.20 1.77 -0.85 0.134
H -4.41 2.94 -0.48 0.115
H -6.84 2.77 -0.04 0.100
H -7.83 0.59 0.56 0.104
H -6.39 -1.41 0.77 0.118
H -2.23 -1.32 1.65 0.148
H -2.03 -2.30 0.17 0.132
H 1.75 -2.90 1.12 0.151
H 1.81 -4.76 -0.51 0.081
H 1.86 -3.62 -1.85 0.086
H 0.42 -3.71 -0.83 0.073
H 4.00 -2.51 -0.92 0.085
H 3.97 -3.77 0.31 0.082
H 4.05 -2.07 0.79 0.076

---

46
Properties=species:S:1:pos:R:3:lowdin_charge:R:1 method="wB97M-V/def2-TZVPD" smiles="CC(C)CCC1=C([PH2]=S)C(=O)c2cc(C[C@H](C)O)ccc2C1=O" charge=0 orbital_gap_ev=6.51 homo_energy_ev=-8.4
C 4.50 0.47 -0.12 -0.127
C 4.30 1.45 -1.43 -0.388
C 4.30 0.42 -2.75 -0.139
C 2.85 2.22 -1.48 -0.192
C 2.34 2.82 -0.04 -0.150
C 0.79 2.34 0.36 -0.065
C 0.38 2.02 1.79 -0.232
P 1.61 2.17 3.29 0.349
S 0.75 3.03 4.85 0.063
C -1.19 1.53 2.09 -0.219
O -1.87 1.82 3.21 -0.051
C -1.91 0.65 0.87 -0.006
C -3.04 -0.54 1.18 0.058
C -3.63 -1.33 -0.17 -0.141
C -4.76 -2.50 0.04 -0.126
C -4.04 -3.74 0.91 -0.366
C -2.46 -3.87 0.52 -0.097
O -4.71 -5.05 0.70 -0.119
C -3.14 -1.01 -1.71 -0.012
C -2.04 0.17 -1.99 0.009
C -1.45 0.99 -0.70 -0.031
C -0.34 2.23 -0.87 -0.179
O -0.38 3.11 -1.88 -0.027
H 4.83 1.15 0.80 0.076
H 3.50 -0.09 0.15 0.094
H 5.41 -0.25 -0.33 0.086
H 5.23 2.17 -1.61 0.141
H 3.54 -0.45 -2.44 0.088
H 5.36 -0.02 -2.98 0.080
H 3.79 0.94 -3.69 0.088
H 2.99 3.13 -2.24 0.132
H 2.09 1.47 -2.00 0.117
H 3.10 2.68 0.85 0.073
H 2.25 4.00 -0.18 0.137
H 2.09 0.84 3.70 -0.009
H 2.74 3.05 2.97 -0.016
H -3.42 -0.79 2.28 0.125
H -5.23 -2.88 -0.97 0.128
H -5.65 -2.05 0.68 0.126
H -4.10 -3.49 2.06 0.144
H -2.28 -3.83 -0.64 0.095
H -2.05 -4.92 0.89 0.089
H -1.76 -3.05 0.99 0.080
H -4.05 -5.81 0.76 0.103
H -3.57 -1.58 -2.63 0.099
H -1.66 0.42 -3.09 0.111

---

55
Properties=species:S:1:pos:R:3:lowdin_charge:R:1 method="wB97M-V/def2-TZVPD" e_above_lowest_kcal_mol=26.6 charge=+2 orbital_gap_ev="7.65 / 6.53" spin_multiplicity=2 homo_energy_ev="-14.7 / -14.8"
Ru -0.07 0.56 -0.26 1.124
C 2.47 2.30 -0.75 -0.125
C 2.91 0.97 -0.25 -0.145
O 1.93 0.41 0.66 -0.274
C 2.09 0.78 2.04 -0.112
C 1.39 2.09 2.34 -0.130
O 0.14 2.10 1.66 -0.207
C -1.02 1.99 2.50 -0.130
C -1.26 0.53 2.78 -0.135
O -1.47 -0.05 1.49 -0.249
C -1.88 -1.44 1.47 -0.116
C -2.79 -1.61 0.27 -0.137
O -2.34 -0.75 -0.76 -0.265
C -3.28 0.26 -1.12 -0.168
C -2.60 1.15 -2.10 -0.142
O -1.56 1.86 -1.38 -0.241
C -0.85 2.79 -2.22 -0.137
C 0.35 3.23 -1.45 -0.134
O 1.17 2.06 -1.32 -0.263
H 3.16 2.63 -1.53 0.162
H 2.40 3.07 0.01 0.131
H 3.88 1.03 0.24 0.158
H 2.98 0.27 -1.07 0.111
H 3.15 0.85 2.28 0.151
H 1.66 -0.04 2.61 0.134
H 1.96 2.96 2.01 0.131
H 1.26 2.18 3.42 0.150
H -1.85 2.40 1.93 0.144
H -0.91 2.56 3.42 0.149
H -2.15 0.41 3.39 0.154
H -0.42 0.05 3.27 0.135
H -2.44 -1.67 2.38 0.142
H -0.99 -2.07 1.43 0.132
H -3.82 -1.37 0.53 0.140
H -2.76 -2.65 -0.07 0.143
H -3.57 0.82 -0.23 0.145
H -4.17 -0.18 -1.58 0.155
H -3.32 1.86 -2.50 0.153
H -2.14 0.59 -2.91 0.129
H -1.49 3.64 -2.46 0.158
H -0.55 2.28 -3.14 0.149
H 0.07 3.58 -0.45 0.139
H 0.88 4.03 -1.97 0.160
F 2.04 -6.42 -0.34 0.187
C 1.70 -5.19 -0.68 -0.113
C 0.56 -4.98 -1.45 -0.132
F -0.17 -6.00 -1.83 0.170
C 0.21 -3.69 -1.79 -0.254
F -0.89 -3.51 -2.52 0.100
C 0.97 -2.60 -1.39 -0.399
Se 0.37 -0.89 -1.97 1.068
C 2.11 -2.84 -0.63 -0.226
F 2.89 -1.85 -0.21 0.100
C 2.48 -4.12 -0.27 -0.133
F 3.56 -4.34 0.46 0.164

---

| no. | energy (a.u.) |
| --- | --- |
| 1 | -1394.86459 |
| 2 | -1433.03618 |
| 3 | -1089.02424 |
| 4 | -1563.11902 |
| 5 | -2036.54484 |
| 6 | -1446.83859 |
| 7 | -1446.84202 |
| 8 | -1130.66266 |
| 9 | -1664.34514 |
| 10 | -4146.65954 |